Record 1
The following is a quantum chemistry calculation of a single C5H14N2S molecule at a distorted geometry, from the Open Molecules 2025 dataset.

Bonds (Å) are listed after each position.
CARTESIAN COORDINATES (ANGSTROEM)
1 C 2.32813 0.60094 2.09652  N2 1.466, H9 1.089, H10 1.107, H11 1.075
2 N 1.59360 1.86882 2.12651  C1 1.466, C3 1.449, H12 1.011
3 C 0.17819 1.67815 1.88374  N2 1.449, C4 1.569, H13 1.087, H14 1.101
4 C -0.28729 1.66138 0.38509  C3 1.569, N5 1.453, H15 1.110, H16 1.092
5 N -1.35054 0.71474 0.09463  C4 1.453, C6 1.463, H17 1.005
6 C -1.23150 0.09645 -1.22582  N5 1.463, C7 1.549, H18 1.093, H19 1.092
7 C -0.32326 -1.15201 -1.10458  C6 1.549, S8 1.817, H20 1.090, H21 1.083
8 S -0.60117 -2.66556 -2.07145  C7 1.817, H22 1.339
9 H 3.37051 0.77784 1.83703  C1 1.089
10 H 2.03292 0.00721 1.20986  C1 1.107
11 H 2.32566 -0.00566 2.98411  C1 1.075
12 H 1.97069 2.45972 1.39807  N2 1.011
13 H -0.12490 0.72334 2.30666  C3 1.087
14 H -0.32754 2.55409 2.31990  C3 1.101
15 H -0.68213 2.67835 0.18090  C4 1.110
16 H 0.60533 1.51541 -0.22716  C4 1.092
17 H -2.21922 1.19587 0.25027  N5 1.005
18 H -2.18994 0.01095 -1.74323  C6 1.093
19 H -0.69115 0.78326 -1.88091  C6 1.092
20 H -0.49685 -1.46553 -0.07465  C7 1.090
21 H 0.71949 -0.88874 -1.22886  C7 1.083
22 H -1.80059 -2.34135 -2.57014  S8 1.339

Calculated values
- Gap between HOMO and LUMO: 9.573 eV
- ΔE to the lowest compared entry with this formula, charge and spin: 28.81 kcal/mol
- Energy: -19226.0475 eV
- SMILES: CNCCNCCS

Record 2
The following is a quantum chemistry calculation of a single C5H14N2S molecule at a distorted geometry, from the Open Molecules 2025 dataset.

Bonds (Å) are listed after each position.
CARTESIAN COORDINATES (ANGSTROEM)
1 C -1.51216 -0.27621 1.47694  C2 1.487, H9 1.095, H10 1.102, H11 1.094
2 C -0.50853 0.04463 0.42760  C1 1.487, C3 1.564, N6 1.487, H12 1.104
3 C 0.18143 -1.23821 -0.14183  C2 1.564, C4 1.500, H13 1.095, H14 1.093
4 C -0.60161 -1.93222 -1.21638  C3 1.500, S5 1.864, H15 1.081, H16 1.089
5 S 0.35109 -3.21937 -2.17117  C4 1.864, H17 1.383
6 N 0.58081 0.87637 1.00364  C2 1.487, C7 1.486, H18 1.021
7 C 1.34305 1.64814 -0.01141  N6 1.486, N8 1.457, H19 1.091, H20 1.090
8 N 0.90454 2.98915 -0.37404  C7 1.457, H21 1.024, H22 1.022
9 H -1.21217 -0.92548 2.30669  C1 1.095
10 H -2.31312 -0.82802 0.95947  C1 1.102
11 H -1.98242 0.58963 1.95323  C1 1.094
12 H -1.03691 0.55688 -0.39539  C2 1.104
13 H 1.11422 -0.81756 -0.53179  C3 1.095
14 H 0.64230 -1.79802 0.67597  C3 1.093
15 H -0.98976 -1.22728 -1.93758  C4 1.081
16 H -1.27222 -2.63405 -0.72175  C4 1.089
17 H 1.63485 -2.71155 -2.09211  S5 1.383
18 H 0.21885 1.58234 1.64576  N6 1.021
19 H 2.39710 1.69737 0.26622  C7 1.091
20 H 1.29188 1.07006 -0.93355  C7 1.090
21 H -0.08574 2.95098 -0.63068  N8 1.024
22 H 0.85453 3.60244 0.44218  N8 1.022

Calculated values
- Gap between HOMO and LUMO: 9.853 eV
- ΔE to the lowest compared entry with this formula, charge and spin: 11.39 kcal/mol
- Energy: -19226.8025 eV
- SMILES: C[C@H](CCS)NCN

Record 3
The following is a quantum chemistry calculation of 2 unconnected molecules or ions with the total composition C5H14N2S at a distorted geometry, from the Open Molecules 2025 dataset.

Bonds (Å) are listed after each position.
CARTESIAN COORDINATES (ANGSTROEM)
1 N 1.49138 -0.93235 -1.70710  C2 1.441, H9 1.021, H11 1.017
2 C 0.90762 -0.27515 -0.56497  N1 1.441, C3 1.592, C5 1.505, H12 1.152
3 C 1.96165 0.75045 0.04589  C2 1.592, H10 1.080, H13 1.093, H14 1.087
4 S 1.09095 -1.94146 1.94162  no bonds
5 C -0.44851 0.29281 -0.88600  C2 1.505, N6 1.471, H15 1.101, H16 1.096
6 N -0.91114 1.29853 0.08275  C5 1.471, C7 1.518, H17 1.024
7 C -2.24835 1.85994 -0.36559  N6 1.518, C8 1.525, H18 1.091, H19 1.090
8 C -3.35887 0.84608 -0.61647  C7 1.525, H20 1.086, H21 1.093, H22 1.094
9 H 1.27067 -1.92895 -1.68409  N1 1.021
10 H 2.17134 0.33308 1.01936  C3 1.080
11 H 2.49481 -0.98657 -1.54945  N1 1.017
12 H 0.81212 -0.93734 0.37223  C2 1.152
13 H 2.85254 0.79861 -0.58517  C3 1.093
14 H 1.56313 1.76064 0.00180  C3 1.087
15 H -1.16036 -0.52128 -1.09136  C5 1.101
16 H -0.34756 0.82216 -1.84041  C5 1.096
17 H -1.19608 0.74304 0.89408  N6 1.024
18 H -1.90230 2.51553 -1.16669  C7 1.091
19 H -2.55824 2.45272 0.49564  C7 1.090
20 H -3.27737 0.24426 -1.51658  C8 1.086
21 H -3.45762 0.24711 0.29222  C8 1.093
22 H -4.26159 1.46095 -0.66972  C8 1.094

Calculated values
- Gap between HOMO and LUMO: 6.490 eV
- ΔE to the lowest compared entry with this formula, charge and spin: 88.35 kcal/mol
- Energy: -19223.4655 eV

Record 4
The following is a quantum chemistry calculation of 2 unconnected molecules or ions with the total composition C5H14N3 at a distorted geometry, from the Open Molecules 2025 dataset.

Bonds (Å) are listed after each position.
CARTESIAN COORDINATES (ANGSTROEM)
1 C 0.01707 -1.15814 -2.88854  C2 1.495, H5 1.079, H6 1.097, H7 1.115
2 C -0.38815 -0.37457 -1.68215  C1 1.495, C3 1.326, H8 1.117
3 C -1.62444 -0.02266 -1.35758  C2 1.326, N4 1.485, H9 1.090
4 N -1.85620 0.95692 -0.26548  C3 1.485, H10 1.191, H11 1.014, H12 1.019
5 H -0.87761 -1.41752 -3.43217  C1 1.079
6 H 0.65910 -0.52108 -3.50915  C1 1.097
7 H 0.53630 -2.11135 -2.63356  C1 1.115
8 H 0.39282 0.02732 -0.99246  C2 1.117
9 H -2.48226 -0.32228 -1.95960  C3 1.090
10 H -0.90763 0.97139 0.45456  N4 1.191
11 H -1.98830 1.87043 -0.68599  N4 1.014
12 H -2.73244 0.77618 0.22302  N4 1.019
13 C 1.42105 1.47187 1.42927  N16 1.454, H17 1.122, H18 1.111, H19 1.104
14 N 1.44042 -0.96124 2.50782  C15 1.410, H20 1.050, H21 1.009
15 C 0.27488 -0.47054 1.88495  N14 1.410, N16 1.296, H22 1.097
16 N 0.19571 0.69606 1.32636  C13 1.454, C15 1.296
17 H 1.67091 1.74341 2.48841  C13 1.122
18 H 1.26194 2.41713 0.86799  C13 1.111
19 H 2.23940 0.81463 1.08706  C13 1.104
20 H 1.33530 -1.60313 3.33186  N14 1.050
21 H 1.91398 -1.54226 1.83291  N14 1.009
22 H -0.50184 -1.24058 1.97248  C15 1.097

Calculated values
- Charge: +1
- Gap between HOMO and LUMO: 10.968 eV
- ΔE to the lowest compared entry with this formula, charge and spin: 56.42 kcal/mol
- Energy: -9874.7200 eV